Entry 1:
Formula: C15H21N3O2S
Source: the Open Molecules 2025 dataset
Level of theory: ωB97M-V/def2-TZVPD

Last column: natural (NBO) charge in e.
Cartesian coordinates (Å):
C -0.56 -2.32 1.93  -0.69
C 0.08 -2.32 0.58  0.28
C 1.55 -2.62 0.52  -0.54
C 2.27 -1.26 0.39  0.69
O 2.94 -0.81 1.29  -0.64
N 2.03 -0.68 -0.80  -0.62
C 2.35 0.69 -1.15  -0.05
C 1.61 1.72 -0.27  -0.41
C 2.70 2.41 0.55  -0.41
C 3.89 2.42 -0.41  -0.40
C 3.85 1.02 -1.00  -0.42
N -0.45 -2.01 -0.54  -0.26
N -1.72 -1.60 -0.68  -0.47
C -2.10 -1.00 -1.85  0.68
O -1.39 -0.90 -2.82  -0.58
C -3.53 -0.45 -1.78  -0.54
C -3.74 0.34 -0.53  -0.20
C -4.56 0.06 0.52  -0.27
C -4.46 1.00 1.57  -0.26
C -3.56 1.97 1.31  -0.40
S -2.81 1.77 -0.23  0.44
H 0.12 -1.85 2.64  0.25
H -1.51 -1.79 1.95  0.21
H -0.72 -3.35 2.26  0.24
H 1.89 -3.12 1.42  0.23
H 1.79 -3.22 -0.36  0.24
H 1.32 -1.13 -1.37  0.43
H 2.04 0.81 -2.19  0.21
H 0.87 1.23 0.37  0.21
H 1.08 2.44 -0.90  0.20
H 2.40 3.41 0.87  0.20
H 2.94 1.81 1.42  0.22
H 4.83 2.63 0.10  0.21
H 3.73 3.17 -1.19  0.19
H 4.38 0.94 -1.95  0.21
H 4.29 0.31 -0.29  0.23
H -2.36 -1.58 0.11  0.38
H -3.68 0.17 -2.66  0.25
H -4.23 -1.28 -1.81  0.24
H -5.23 -0.79 0.55  0.22
H -5.04 0.95 2.48  0.23
H -3.28 2.81 1.92  0.24

Calculated values
HOMO energy ... -0.3263 Ha
Orbital gap ... 9.5 eV
E ... -1297.12045 a.u.
Spin multiplicity ... 1
Total charge ... 0

Entry 2:
Formula: C16H56O12
Source: the Open Molecules 2025 dataset
Level of theory: ωB97M-V/def2-TZVPD

Last column: Löwdin charge in e.
Cartesian coordinates (Å):
C -1.55 4.04 1.75  -0.07
C -0.26 3.88 2.54  -0.32
O -0.54 3.45 3.87  -0.07
H -1.38 4.32 0.71  0.05
H -2.17 4.78 2.24  0.08
H -2.04 3.07 1.71  0.07
H 0.23 4.87 2.58  0.10
H 0.46 3.19 2.08  0.09
H 0.16 2.84 4.12  0.08
C -4.33 -2.65 0.31  -0.08
C -3.04 -2.91 -0.45  -0.30
O -2.69 -4.30 -0.29  -0.09
H -5.12 -3.33 -0.02  0.08
H -4.63 -1.61 0.20  0.06
H -4.17 -2.92 1.36  0.07
H -2.24 -2.31 0.00  0.08
H -3.20 -2.69 -1.50  0.10
H -2.05 -4.50 -0.98  0.08
C 2.06 -3.54 -1.23  -0.07
C 1.92 -2.50 -2.34  -0.33
O 0.81 -2.92 -3.13  -0.07
H 2.76 -3.19 -0.48  0.05
H 2.41 -4.47 -1.68  0.08
H 1.12 -3.72 -0.71  0.07
H 2.81 -2.43 -2.97  0.11
H 1.83 -1.48 -1.94  0.07
H 0.51 -2.17 -3.66  0.08
C 0.10 -0.67 0.52  -0.06
C -0.08 0.65 -0.19  -0.28
O -1.46 0.92 -0.39  -0.10
H -0.32 -0.64 1.52  0.08
H 1.13 -1.02 0.59  0.05
H -0.38 -1.43 -0.10  0.07
H 0.44 0.66 -1.15  0.09
H 0.34 1.45 0.44  0.10
H -1.54 1.76 -0.87  0.05
C -1.42 3.32 -3.12  -0.12
O -1.71 3.31 -1.73  -0.13
H -0.96 4.27 -3.42  0.08
H -0.76 2.51 -3.42  0.08
H -2.34 3.19 -3.70  0.08
H -2.15 4.13 -1.51  0.09
C 2.49 1.15 -2.98  -0.16
O 2.06 0.54 -4.19  -0.11
H 3.58 1.24 -3.02  0.08
H 2.03 2.13 -2.89  0.07
H 2.33 0.58 -2.06  0.04
H 2.79 0.56 -4.82  0.07
C 3.23 3.75 -0.20  -0.13
O 4.29 2.82 -0.38  -0.13
H 3.07 4.34 -1.10  0.08
H 2.28 3.22 -0.09  0.07
H 3.39 4.38 0.67  0.09
H 5.03 3.29 -0.78  0.09
C 4.10 -0.82 0.35  -0.13
O 3.76 0.42 0.93  -0.14
H 4.12 -0.77 -0.74  0.08
H 5.07 -1.23 0.66  0.09
H 3.36 -1.53 0.71  0.05
H 4.23 1.15 0.50  0.05
C 2.31 -0.87 3.90  -0.16
O 2.47 0.47 3.43  -0.14
H 3.27 -1.30 4.21  0.08
H 1.61 -0.87 4.72  0.08
H 1.89 -1.49 3.10  0.06
H 2.88 0.41 2.54  0.03
C -3.02 -0.11 2.75  -0.16
O -3.46 0.40 1.50  -0.15
H -2.83 -1.19 2.73  0.06
H -2.10 0.40 3.05  0.07
H -3.83 0.03 3.47  0.08
H -2.67 0.42 0.92  0.02
C -0.48 -3.84 2.38  -0.15
O -0.54 -3.66 3.80  -0.12
H 0.36 -3.28 1.97  0.06
H -0.39 -4.90 2.17  0.08
H -1.41 -3.50 1.94  0.06
H 0.34 -3.73 4.16  0.06
C -3.53 -0.12 -2.89  -0.16
O -4.23 -1.20 -3.48  -0.12
H -3.72 0.83 -3.41  0.07
H -3.87 0.03 -1.86  0.08
H -2.45 -0.30 -2.85  0.07
H -4.32 -1.03 -4.42  0.07

Calculated values
HOMO energy ... -0.3423 Ha
Orbital gap ... 9.3 eV
E ... -1545.89038 a.u.
Spin multiplicity ... 1
Total charge ... 0

Entry 3:
Formula: C19H43BClN5O5P
Source: the Open Molecules 2025 dataset
Level of theory: ωB97M-V/def2-TZVPD

Last column: Löwdin charge in e.
Cartesian coordinates (Å):
C -1.32 1.40 2.21  0.10
C -2.47 0.78 1.98  -0.17
C -3.81 -0.10 1.77  -0.28
P -3.40 -1.96 2.08  0.81
Cl -2.03 -1.96 3.72  0.40
C -2.70 -2.74 0.50  -0.35
N -1.21 -2.70 0.37  -0.16
C -0.55 -3.77 1.23  -0.15
B -5.03 -2.95 2.49  -0.47
O -4.86 -4.22 3.17  0.05
C -6.52 -2.42 2.09  -0.18
C -6.97 -2.88 0.58  -0.11
H -0.19 1.60 2.41  0.09
H -4.56 0.24 2.59  0.11
H -4.28 0.03 0.73  0.10
H -3.18 -2.16 -0.40  0.13
H -3.09 -3.83 0.39  0.13
H -1.02 -3.04 -0.60  0.11
H -0.21 -4.69 0.63  0.10
H -1.25 -4.14 2.08  0.06
H 0.42 -3.27 1.64  0.10
H -4.20 -4.08 3.91  0.11
H -6.65 -1.28 2.19  0.10
H -7.29 -2.90 2.81  0.13
H -7.39 -2.00 -0.05  0.09
H -6.09 -3.41 0.03  0.08
H -7.83 -3.67 0.67  0.10
C 1.99 -1.12 -0.45  -0.02
C 2.52 -2.51 -0.67  -0.56
O 1.84 -3.40 -1.17  0.00
N 3.81 -2.76 -0.30  0.01
C 4.76 -1.84 0.29  -0.07
H 0.95 -1.06 -0.79  0.07
H 2.02 -0.87 0.61  0.08
H 2.58 -0.39 -1.02  0.09
H 4.10 -3.71 -0.48  0.14
H 5.62 -1.77 -0.36  0.08
H 5.06 -2.25 1.26  0.09
H 4.34 -0.85 0.44  0.08
C -2.77 5.55 -1.68  0.00
C -2.44 4.79 -0.42  -0.52
O -1.83 5.30 0.51  0.01
N -2.84 3.49 -0.34  0.01
C -3.57 2.72 -1.33  -0.09
H -2.39 6.57 -1.60  0.09
H -2.30 5.07 -2.54  0.09
H -3.86 5.59 -1.81  0.09
H -2.59 3.03 0.53  0.09
H -4.50 2.38 -0.88  0.07
H -2.96 1.85 -1.61  0.08
H -3.79 3.30 -2.22  0.08
C 6.51 -3.35 -3.90  -0.01
C 6.84 -4.11 -2.65  -0.56
O 7.45 -3.61 -1.72  0.02
N 6.44 -5.41 -2.58  0.00
C 5.72 -6.18 -3.57  -0.08
H 6.89 -2.33 -3.82  0.09
H 6.98 -3.83 -4.77  0.09
H 5.43 -3.30 -4.04  0.08
H 6.69 -5.87 -1.71  0.14
H 4.78 -6.52 -3.12  0.08
H 6.32 -7.04 -3.85  0.09
H 5.49 -5.60 -4.46  0.08
C 0.73 6.22 1.09  -0.03
C 1.54 7.14 0.22  -0.55
O 1.71 6.93 -0.98  0.02
N 2.10 8.23 0.81  0.00
C 2.02 8.64 2.19  -0.08
H 0.35 5.39 0.49  0.06
H 1.36 5.80 1.88  0.08
H -0.12 6.75 1.52  0.08
H 2.63 8.81 0.17  0.14
H 1.57 9.63 2.23  0.08
H 3.03 8.69 2.60  0.08
H 1.43 7.95 2.79  0.07

Calculated values
HOMO energy ... -0.3828 Ha
Orbital gap ... 5.5 eV
E ... -2225.80787 a.u.
Spin multiplicity ... 1
Total charge ... +1

Entry 4:
Formula: C14H11AsN3O2ReS5
Source: the Open Molecules 2025 dataset
Level of theory: ωB97M-V/def2-TZVPD

Last column: natural (NBO) charge in e.
Cartesian coordinates (Å):
Re 0.08 0.05 -0.52  1.11
S 3.54 -2.05 1.35  0.62
C 4.07 -0.44 0.94  -0.23
C 5.31 0.14 1.18  -0.18
C 5.50 1.44 0.76  -0.17
C 4.48 2.14 0.09  -0.16
C 3.26 1.56 -0.16  -0.24
C 3.06 0.26 0.29  0.16
N 1.90 -0.53 0.13  -0.55
C 2.04 -1.76 0.65  0.09
C 0.87 -2.61 0.60  -0.11
C 0.82 -3.93 1.02  -0.14
C -0.38 -4.63 0.91  -0.19
C -1.50 -4.00 0.39  -0.13
C -1.45 -2.67 -0.02  -0.29
C -0.26 -1.96 0.08  -0.19
H 6.10 -0.40 1.68  0.25
H 6.45 1.93 0.93  0.25
H 4.67 3.15 -0.24  0.25
H 2.49 2.09 -0.70  0.22
H 1.69 -4.42 1.44  0.24
H -0.43 -5.66 1.24  0.25
H -2.43 -4.55 0.31  0.25
H -2.35 -2.20 -0.40  0.23
N 0.08 -1.26 -2.35  -0.58
N -0.11 -0.50 -3.51  -0.49
C -0.37 0.83 -3.34  0.87
O -0.68 1.64 -4.14  -0.48
O -0.20 1.15 -1.98  -0.65
H 0.95 -1.79 -2.42  0.42
H -0.68 -1.94 -2.23  0.43
H -0.29 -0.95 -4.39  0.44
S -3.27 3.37 0.96  -0.13
As -1.37 3.73 -0.09  0.79
S -1.45 0.35 1.08  0.23
S -0.19 1.92 1.10  -0.05
S -2.97 2.59 -1.00  -0.15

Calculated values
HOMO energy ... -0.5398 Ha
Orbital gap ... 6.3 eV
E ... -5159.35109 a.u.
Spin multiplicity ... 1
Total charge ... +2

Entry 5:
Formula: C14H19N3O4
Source: the Open Molecules 2025 dataset
Level of theory: ωB97M-V/def2-TZVPD

Last column: natural (NBO) charge in e.
Cartesian coordinates (Å):
N -1.78 2.07 1.55  -0.85
C -1.84 2.73 0.35  0.69
O -2.50 3.71 0.12  -0.60
C -1.38 1.67 -0.78  -0.53
C -2.40 0.73 -1.33  -0.39
C -2.48 -0.44 -0.11  -0.16
N -1.15 -1.05 -0.06  -0.62
C -0.40 -1.17 1.05  0.67
O -0.34 -0.40 2.09  -0.71
C 0.79 -1.96 0.95  -0.14
N 1.05 -2.45 -0.48  -0.88
C 1.93 -1.25 1.65  -0.44
C 2.56 -0.30 0.59  0.03
C 2.06 1.08 0.66  -0.23
C 2.41 1.89 -0.38  -0.19
C 3.29 1.50 -1.45  -0.25
C 3.77 0.21 -1.35  -0.18
C 3.44 -0.72 -0.34  -0.28
C -3.66 -1.39 -0.45  0.75
O -3.24 -2.19 -1.50  -0.65
O -4.85 -1.12 0.16  -0.61
H -1.80 2.80 2.33  0.39
H -1.00 1.37 1.59  0.43
H -0.55 1.18 -0.40  0.21
H -0.95 2.35 -1.57  0.23
H -2.30 0.06 -2.31  0.26
H -3.36 1.29 -1.13  0.23
H -2.70 -0.07 0.89  0.24
H -0.91 -2.03 -0.56  0.47
H 0.43 -2.81 1.44  0.23
H 1.75 -1.83 -1.06  0.40
H 1.41 -3.41 -0.53  0.37
H 1.75 -0.82 2.69  0.26
H 2.71 -1.88 1.90  0.21
H 1.34 1.23 1.37  0.22
H 2.12 2.99 -0.17  0.22
H 3.71 2.03 -2.34  0.24
H 4.52 -0.22 -2.12  0.21
H 3.83 -1.67 -0.41  0.22
H -5.29 -1.68 -0.53  0.51

Calculated values
HOMO energy ... -0.3465 Ha
Orbital gap ... 9.8 eV
E ... -1009.96728 a.u.
Spin multiplicity ... 1
Total charge ... 0

Entry 6:
Formula: C8H6N2O2S
Source: the Open Molecules 2025 dataset
Level of theory: ωB97M-V/def2-TZVPD

Last column: natural (NBO) charge in e.
Cartesian coordinates (Å):
C -2.91 0.59 0.41  -0.18
C -3.01 -0.73 0.85  -0.22
C -1.69 1.05 -0.05  -0.22
C -2.01 -1.66 0.62  -0.20
C -0.72 0.13 -0.30  0.10
C -0.88 -1.21 0.01  -0.25
C 1.34 -0.69 -1.01  -0.23
C 4.76 0.45 0.50  0.85
N 0.48 0.34 -0.86  -0.08
N 3.91 0.39 -0.32  -0.82
O 0.78 1.67 -1.27  -0.53
O 5.69 0.59 1.19  -0.53
S 0.58 -2.05 -0.34  0.46
H -3.77 1.31 0.37  0.23
H -3.97 -1.01 1.26  0.22
H -1.47 1.99 -0.37  0.23
H -1.91 -2.77 0.65  0.23
H 1.72 1.86 -0.89  0.50
H 3.08 -0.27 -0.44  0.43

Calculated values
HOMO energy ... -0.3479 Ha
Orbital gap ... 9.6 eV
E ... -966.52659 a.u.
Spin multiplicity ... 1
Total charge ... 0